46
Properties=species:S:1:pos:R:3:mulliken_charge:R:1 method="wB97M-V/def2-TZVPD" de_lowest_kj_mol=11.1 homo_lumo_gap_ev="9.53 / 6.60" total_charge=+1 lumo_energy_ev="-3.1 / -6.0" total_energy_ev=-69858.1527 e_homo_ev="-12.6337 / -12.6348" s_squared=2.01 spin_multiplicity=3
Au 0.53656 -1.04634 0.15325 1.4402
S -2.51995 -1.54300 0.76685 0.2514
P 3.57432 -0.31183 -0.37366 0.9670
P 1.80579 -0.56533 -2.81476 0.2010
O 4.81962 0.29757 0.09504 -0.7639
O 1.43486 0.08641 -4.19075 -0.5313
O 4.21020 0.34607 -2.86279 -0.6273
O 3.34512 -2.46475 2.41396 -0.3347
O 1.25979 -1.94905 2.80356 -0.3061
O 3.75150 -1.88332 -0.75180 -0.5588
O 0.54650 -0.59248 -1.98552 -0.4231
O 2.40713 -1.96327 -3.18097 -0.4853
O 2.33413 -0.23091 0.54764 -0.4993
O -1.25799 -2.02876 0.01284 -0.7282
N 2.43386 -2.01227 3.00643 0.6919
C 2.60257 1.85029 -1.78245 -1.7203
C -2.75715 -0.06836 -1.53111 -0.2978
C -4.19204 0.56279 0.32612 -0.4176
C -1.34619 0.62134 2.02037 -0.1404
C -4.75663 1.55597 -0.45391 -0.5970
C -0.82381 0.59495 4.36519 -0.4974
C -1.95108 -1.29152 3.39427 -0.6841
C -1.91461 -0.64492 2.16695 0.5106
C -1.40491 -0.65676 4.50125 -0.5860
C -3.18825 -0.22554 -0.22548 0.5821
C -0.78958 1.23369 3.12954 -0.6926
C -3.33306 0.93769 -2.29835 -0.6648
C 3.08891 0.41381 -1.99284 1.1844
C -4.32415 1.74425 -1.76280 -0.4601
H 4.98227 0.68510 -2.38486 0.4350
H -4.77166 2.52112 -2.36781 0.4026
H 1.68771 1.88053 -1.19156 0.2761
H -1.43190 -1.14280 5.46667 0.4426
H -4.52111 0.41341 1.34758 0.4282
H -1.38388 1.13532 1.06607 0.5046
H -5.53538 2.18324 -0.04249 0.4094
H 4.61216 -2.21914 -0.46377 0.2912
H 3.37397 2.41203 -1.25476 0.4758
H -3.00722 1.07971 -3.31981 0.4218
H -1.99515 -0.71408 -1.94389 0.5587
H -0.34503 2.21527 3.03750 0.4261
H -0.39804 1.08499 5.23054 0.4376
H 2.42300 2.31994 -2.74872 0.4152
H 2.07877 -0.05735 -4.89887 0.3673
H -2.39778 -2.27392 3.48209 0.4274
H 3.03783 -2.28979 -2.50999 0.4680